(1)
This record from the OMol25 dataset describes the ion C8H17N2S with charge +1. The level of theory is wB97M-V/def2-TZVPD.

Structure (XYZ):
```
28
C8H17N2S wB97M-V/def2-TZVPD
C -0.70 1.24 1.79
C 0.00 0.19 1.38
C 1.21 -0.22 -1.60
C 2.67 -0.12 -1.22
C -3.29 1.86 1.62
C -0.66 -1.85 -1.95
C -2.16 1.05 2.13
C 1.41 0.38 0.93
N 1.66 -0.44 -0.25
N 0.77 -1.57 -2.06
S 3.72 -1.48 -1.86
H -0.36 2.32 1.81
H -0.47 -0.83 1.41
H 0.60 0.61 -1.91
H 3.10 0.91 -0.89
H -3.24 2.94 1.80
H -3.49 1.82 0.54
H -4.13 1.52 2.18
H -1.29 -1.26 -2.74
H -0.84 -2.97 -2.12
H -1.14 -1.61 -1.02
H -2.12 -0.01 2.04
H -2.13 1.23 3.21
H 2.29 0.05 1.55
H 1.55 1.39 0.64
H 1.05 -1.87 -3.11
H 1.25 -2.17 -1.45
H 4.72 -1.12 -0.88
```

Summary:
**HOMO-LUMO gap**: 9.43 eV
**Net charge**: +1
**SMILES**: CC/C=C/CN1[C@H]([NH2+]C)[C@@H]1S
**Energy**: -822.3414 Ha
**ΔE to the lowest compared entry with this formula, charge and spin**: 355.1 kJ/mol
**Molar mass**: 173.3 g/mol

---

(2)
This record from the OMol25 dataset describes the ion C8H17N4 with charge +1. The level of theory is wB97M-V/def2-TZVPD.

Structure (XYZ):
```
29
C8H17N4 wB97M-V/def2-TZVPD
C 0.94 -0.18 -1.45
C 0.87 -1.37 -0.49
C -2.59 -2.11 0.46
C -1.28 -2.62 -0.06
C -2.40 -0.53 0.62
C 0.88 1.14 -1.01
C 2.40 1.63 0.79
C 0.29 2.78 0.70
N 1.15 -0.62 -2.62
N -0.48 -1.39 0.01
N -1.06 -0.31 0.35
N 1.02 1.46 0.36
H 1.04 -2.38 -1.09
H 1.69 -1.22 0.16
H -3.50 -2.11 -0.12
H -2.74 -2.50 1.35
H -0.89 -3.47 0.47
H -1.45 -3.00 -1.08
H -2.84 0.09 -0.11
H -2.63 -0.34 1.62
H 1.33 1.90 -1.68
H 2.93 2.52 0.54
H 2.54 1.75 2.00
H 2.94 0.70 0.63
H -0.21 2.68 1.77
H 1.04 3.55 0.64
H -0.46 3.10 -0.13
H 1.22 0.04 -3.39
H 0.27 0.82 0.75
```

Summary:
**HOMO-LUMO gap (spin up / spin down)**: 7.80 / 8.20 eV
**Net charge**: +1
**Spin multiplicity**: 3
**Energy**: -533.5811 Ha
**ΔE to the lowest compared entry with this formula, charge and spin**: 263.0 kJ/mol
**Molar mass**: 169.3 g/mol
**<S²>**: 2.03

---

(3)
This record from the OMol25 dataset describes a cluster of 2 separate species, C8H17N4O in total. The level of theory is wB97M-V/def2-TZVPD.

Structure (XYZ):
```
30
C8H17N4O wB97M-V/def2-TZVPD
N 1.42 0.55 0.91
C 0.77 -0.52 0.43
N 0.69 -1.64 1.14
C 0.00 -2.82 0.61
C -1.13 -2.54 -0.39
C -1.12 -1.13 -0.98
C -2.21 -0.19 -0.45
C -2.58 -0.33 1.03
O -2.95 0.93 1.53
N 0.23 -0.49 -0.80
H 1.98 1.15 0.32
H 1.49 0.69 1.90
H 0.65 -1.50 2.14
H -0.34 -3.40 1.46
H 0.76 -3.43 0.11
H -2.10 -2.77 0.03
H -0.98 -3.24 -1.21
H -1.26 -1.21 -2.05
H -1.92 0.85 -0.61
H -3.10 -0.35 -1.05
H -1.74 -0.71 1.62
H -3.39 -1.06 1.15
H -3.82 0.89 1.94
H 0.18 0.47 -1.10
C 3.44 3.82 -1.70
C 3.37 3.26 -0.36
N 3.35 2.81 0.69
H 3.05 3.12 -2.43
H 2.86 4.74 -1.75
H 4.48 4.04 -1.95
```

Summary:
**HOMO-LUMO gap**: 10.97 eV
**Net charge**: +1
**Energy**: -609.0715 Ha
**ΔE to the lowest compared entry with this formula, charge and spin**: 0.0 kJ/mol
**Molar mass**: 185.3 g/mol

---

(4)
This record from the OMol25 dataset describes a cluster of 2 separate species, C8H17NO in total. The level of theory is wB97M-V/def2-TZVPD.

Structure (XYZ):
```
27
C8H17NO wB97M-V/def2-TZVPD
C 0.80 1.80 0.57
C 1.27 1.23 1.89
C -0.02 0.61 2.51
C -1.10 0.72 1.39
C -0.26 0.82 0.09
C -1.91 -0.75 -1.90
C -0.57 -1.29 -1.42
C 1.66 -0.67 -0.77
H 0.32 2.83 0.74
H 1.64 2.05 -0.13
H 1.88 2.04 2.38
H 2.06 0.48 1.84
H -0.25 0.99 3.49
H 0.30 -0.50 2.67
H -1.62 1.73 1.41
H -1.92 -0.09 1.18
H -0.71 1.34 -0.72
H 0.09 -0.17 -0.13
H -2.10 0.47 -1.98
H -2.61 -1.20 -0.96
H -2.25 -1.32 -2.79
H 0.33 0.54 -1.94
H 1.62 -1.68 -0.28
H 2.42 -0.82 -1.59
H 1.94 0.08 -0.09
N 0.48 -0.39 -1.47
O -0.48 -2.36 -0.88
```

Summary:
**HOMO-LUMO gap**: 8.88 eV
**Net charge**: 0
**SMILES**: CNC(C)=O.C1CCCC1
**Energy**: -444.8207 Ha
**ΔE to the lowest compared entry with this formula, charge and spin**: 596.4 kJ/mol
**Molar mass**: 143.2 g/mol

---

(5)
This record from the OMol25 dataset describes the ion C8H17NP with charge +1. The level of theory is wB97M-V/def2-TZVPD.

Structure (XYZ):
```
27
C8H17NP wB97M-V/def2-TZVPD
C 1.70 1.62 -1.24
C 0.95 1.14 -0.28
C -1.27 1.47 0.70
C -2.68 0.94 0.46
C -2.10 -0.75 -1.57
C 1.69 -1.94 -0.11
C 1.52 0.31 0.91
C 1.08 -1.12 0.99
N -0.38 1.27 -0.46
P -2.69 -0.90 0.02
H 1.18 2.14 -2.01
H 2.73 1.54 -1.34
H -1.41 2.52 0.79
H -0.92 1.05 1.63
H -3.46 1.11 1.34
H -3.27 1.24 -0.38
H -2.17 0.26 -1.98
H -1.78 -1.53 -2.29
H 1.05 -1.60 -0.95
H 2.66 -1.47 -0.16
H 1.49 -3.05 0.06
H 2.56 0.45 0.94
H 1.11 0.73 1.81
H -0.04 -1.07 0.94
H 1.30 -1.49 1.97
H -0.58 1.75 -1.38
H -2.11 -1.85 0.79
```

Summary:
**HOMO-LUMO gap**: 5.64 eV
**Net charge**: +1
**Energy**: -710.7232 Ha
**ΔE to the lowest compared entry with this formula, charge and spin**: 154.7 kJ/mol
**Molar mass**: 158.2 g/mol

---

(6)
This record from the OMol25 dataset describes a cluster of 2 separate species, C8H17O2Si in total. The level of theory is wB97M-V/def2-TZVPD.

Structure (XYZ):
```
28
C8H17O2Si wB97M-V/def2-TZVPD
C -2.38 0.93 0.16
C -1.91 -1.48 1.00
C -2.72 -1.12 -1.38
C 1.90 2.29 -0.40
C 1.11 0.30 1.81
C 3.30 -0.45 -0.18
C 0.41 -0.26 -1.26
C -2.10 -0.56 -0.15
O -2.15 1.28 1.33
O -2.85 1.59 -0.78
Si 1.59 0.44 -0.03
H -2.88 -1.87 1.33
H -1.47 -0.93 1.83
H -1.27 -2.33 0.74
H -2.79 -0.34 -2.13
H -3.74 -1.47 -1.16
H -2.15 -1.97 -1.76
H 2.29 2.44 -1.40
H 0.96 2.82 -0.33
H 2.60 2.74 0.30
H 1.81 0.82 2.47
H 0.13 0.73 1.96
H 1.07 -0.74 2.14
H 3.84 -0.12 -1.06
H 3.93 -0.28 0.68
H 3.16 -1.53 -0.27
H -0.11 0.38 -1.95
H 0.40 -1.31 -1.52
```

Summary:
**HOMO-LUMO gap (spin up / spin down)**: 6.82 / 8.04 eV
**Net charge**: -1
**Energy**: -754.9888 Ha
**ΔE to the lowest compared entry with this formula, charge and spin**: 125.0 kJ/mol
**Molar mass**: 173.3 g/mol